1.
Formula: C12H18O9
Source: the OMol25 dataset
Level of theory: wB97M-V/def2-TZVPD

CARTESIAN COORDINATES (ANGSTROEM)
C -3.718 -2.128 1.593
C -2.507 -2.929 1.152
C -2.183 -2.819 -0.346
O -0.895 -2.187 -0.387
C -0.437 -1.967 0.867
O 0.629 -1.519 1.132
O -1.328 -2.396 1.784
H -3.574 -1.079 1.344
H -3.870 -2.295 2.656
H -4.591 -2.518 1.063
H -2.620 -3.965 1.470
H -2.884 -2.178 -0.877
H -2.081 -3.792 -0.820
C -0.931 1.449 0.770
C -1.724 1.994 -0.408
C -1.999 0.903 -1.464
O -3.393 0.655 -1.369
C -3.971 1.545 -0.539
O -5.127 1.613 -0.271
O -3.044 2.375 -0.008
H -0.106 0.938 0.268
H -1.550 0.724 1.302
H -0.550 2.186 1.471
H -1.183 2.824 -0.860
H -1.413 -0.003 -1.330
H -1.751 1.279 -2.461
C 6.022 1.318 -0.621
C 4.706 0.725 -0.176
C 3.608 1.726 0.166
O 2.433 0.999 -0.216
C 2.760 0.096 -1.170
O 1.967 -0.463 -1.849
O 4.110 -0.032 -1.242
H 6.559 0.564 -1.200
H 6.649 1.534 0.244
H 5.889 2.207 -1.233
H 4.887 0.054 0.665
H 3.639 2.687 -0.345
H 3.569 1.875 1.245

## Properties
2S+1: 1
HOMO-LUMO gap in eV: 11.611
Energy relative to the best compared isomer or geometry (same formula, charge and spin) in kcal/mol: 4.8
Charge: 0
SMILES: C[C@H]1COC(=O)O1.C[C@H]1COC(=O)O1.C[C@H]1COC(=O)O1


2.
Formula: C43H33EuO5P2S4
Source: the OMol25 dataset
Level of theory: wB97M-V/def2-TZVPD

CARTESIAN COORDINATES (ANGSTROEM)
Eu 0.051 -0.333 -1.063
O -0.031 1.806 -0.127
C 0.720 1.270 0.720
O 1.734 0.610 0.370
C 0.349 1.287 2.177
C 0.984 2.072 3.119
C 0.660 1.965 4.466
C -0.355 1.098 4.855
C -1.001 0.322 3.920
C -0.638 0.358 2.566
S -1.365 -0.748 1.452
H 1.754 2.761 2.796
H 1.200 2.545 5.202
H -0.648 1.032 5.898
H -1.787 -0.360 4.209
O 1.983 -1.440 -1.764
S 1.252 -2.701 -1.933
O 1.182 -3.195 -3.284
O -0.040 -2.623 -1.228
C 2.225 -3.894 -1.004
C 2.749 -5.024 -1.602
C 3.515 -5.900 -0.853
C 3.749 -5.624 0.488
C 3.230 -4.485 1.075
C 2.458 -3.597 0.328
P 1.669 -2.083 1.061
C 1.086 -3.095 2.507
C 1.739 -3.249 3.725
C 1.248 -4.126 4.680
C 0.111 -4.870 4.418
C -0.549 -4.719 3.208
C -0.070 -3.833 2.263
C 3.184 -1.362 1.794
C 4.438 -1.504 1.212
C 5.544 -0.903 1.787
C 5.412 -0.138 2.933
C 4.156 0.045 3.490
C 3.050 -0.558 2.924
H 2.542 -5.192 -2.648
H 3.935 -6.789 -1.306
H 4.342 -6.303 1.085
H 3.422 -4.290 2.122
H 2.634 -2.680 3.938
H 1.755 -4.228 5.633
H -0.267 -5.564 5.158
H -1.444 -5.292 3.007
H -0.593 -3.683 1.326
H 4.547 -2.062 0.293
H 6.521 -1.034 1.340
H 6.278 0.340 3.370
H 4.036 0.668 4.366
H 2.064 -0.394 3.336
S -4.958 2.121 -3.797
P -3.816 2.310 -2.204
S -3.037 0.667 -1.367
C -2.570 3.600 -2.628
C -2.921 4.945 -2.642
C -2.052 5.878 -3.178
C -0.841 5.474 -3.720
C -0.485 4.136 -3.690
C -1.346 3.202 -3.141
C -4.756 3.216 -0.903
C -4.090 3.644 0.239
C -4.771 4.367 1.199
C -6.116 4.664 1.032
C -6.786 4.215 -0.094
C -6.106 3.490 -1.057
H -3.882 5.258 -2.251
H -2.328 6.927 -3.187
H -0.186 6.205 -4.182
H 0.458 3.808 -4.106
H -1.082 2.148 -3.111
H -3.042 3.406 0.359
H -4.254 4.705 2.088
H -6.641 5.239 1.786
H -7.837 4.442 -0.224
H -6.605 3.135 -1.950
C -0.552 -0.222 -6.354
C -1.391 -0.912 -5.498
C -1.249 -0.792 -4.126
C -0.247 -0.006 -3.510
C 0.601 0.645 -4.433
C 0.447 0.562 -5.808
H -0.682 -0.290 -7.429
H -2.159 -1.555 -5.908
H -1.964 -1.319 -3.495
H 1.415 1.265 -4.054
H 1.116 1.120 -6.458

## Properties
2S+1: 7
HOMO-LUMO gap (spin up / spin down) in eV: 5.984 / 5.994
Expectation value of S²: 12.015
Energy relative to the best compared isomer or geometry (same formula, charge and spin) in kcal/mol: 12.7
Charge: -2


3.
Formula: C4H4
Source: the OMol25 dataset
Level of theory: wB97M-V/def2-TZVPD

CARTESIAN COORDINATES (ANGSTROEM)
C 1.315 -0.028 -0.002
C 0.010 -0.043 -0.007
C -1.298 -0.663 -0.002
C -1.250 0.660 -0.002
H 1.858 0.902 -0.006
H 1.893 -0.937 -0.001
H -1.885 -1.551 0.007
H -1.763 1.592 0.002

## Properties
2S+1: 1
HOMO-LUMO gap in eV: 9.405
Energy relative to the best compared isomer or geometry (same formula, charge and spin) in kcal/mol: 20.2
Charge: 0
SMILES: C=C1C=C1


4.
Formula: C18H14ClIIrN3O7
Source: the OMol25 dataset
Level of theory: wB97M-V/def2-TZVPD

CARTESIAN COORDINATES (ANGSTROEM)
Ir 0.258 0.382 -0.263
O -0.530 -0.356 -4.376
C -0.505 -0.328 -2.956
O 0.306 0.547 -2.453
C -1.933 -0.153 -2.379
C -3.066 -0.122 -3.162
C -4.293 0.033 -2.524
C -4.319 0.143 -1.151
C -3.124 0.143 -0.429
N -1.949 -0.001 -1.051
H -3.004 -0.186 -4.234
H -5.203 0.063 -3.103
H -5.252 0.246 -0.621
H -4.109 0.047 1.457
O 6.057 -0.919 0.514
C 5.667 -1.388 -0.632
O 6.406 -1.876 -1.448
C 4.193 -1.341 -0.945
C 3.619 -1.936 -2.066
Cl 4.410 -2.823 -3.254
N 2.268 -1.717 -2.009
N 1.971 -1.033 -0.890
C 3.107 -0.762 -0.261
C 3.058 0.143 0.953
O 4.022 0.195 1.700
O 1.978 0.786 1.079
C 1.282 -2.091 -2.905
C -0.164 -1.907 -2.591
C -0.899 -2.614 -3.714
C -0.874 -1.603 -4.817
C 0.149 -2.784 -4.784
C 1.444 -2.531 -4.178
H 5.352 -0.495 1.092
H -0.462 -2.103 -1.564
H -1.719 -3.288 -3.534
H -1.551 -1.598 -5.660
H 0.061 -3.478 -5.604
H 2.370 -2.695 -4.692
I -4.393 3.071 3.689
C -3.140 0.318 1.045
H -2.361 -0.276 1.515
H -2.965 1.367 1.282
O -0.389 0.490 2.087
H 0.460 0.330 2.524
H -0.612 1.406 2.288

## Properties
2S+1: 2
HOMO-LUMO gap (spin up / spin down) in eV: 4.842 / 4.868
Expectation value of S²: 0.782
Charge: +1


5.
Formula: C40H90N3O12S
Source: the OMol25 dataset
Level of theory: wB97M-V/def2-TZVPD

CARTESIAN COORDINATES (ANGSTROEM)
C -3.050 1.440 -4.989
C -2.027 1.224 -6.113
C -1.193 -0.048 -6.003
C -0.252 -0.131 -4.780
C -0.584 -1.258 -3.797
C -1.755 -0.950 -2.848
C -1.478 -1.361 -1.400
C -2.630 -0.969 -0.455
C -2.241 -0.353 0.886
C -1.570 1.025 0.866
C -0.033 1.009 0.787
C 0.571 2.163 -0.020
C 1.986 1.841 -0.511
N 2.845 3.046 -0.571
C 2.690 4.052 -1.372
N 3.409 5.209 -1.327
C 2.325 6.221 -1.457
C 1.400 5.566 -2.494
N 1.728 4.088 -2.387
S 2.684 3.524 -3.759
H -3.883 2.042 -5.361
H -3.456 0.493 -4.625
H -2.628 2.001 -4.149
H -1.380 2.105 -6.197
H -2.582 1.168 -7.056
H -0.577 -0.106 -6.904
H -1.860 -0.917 -6.004
H 0.759 -0.330 -5.148
H -0.227 0.820 -4.230
H -0.787 -2.164 -4.377
H 0.311 -1.465 -3.197
H -1.936 0.133 -2.861
H -2.663 -1.449 -3.201
H -1.358 -2.449 -1.384
H -0.521 -0.922 -1.097
H -3.353 -0.330 -0.976
H -3.181 -1.887 -0.217
H -3.174 -0.238 1.451
H -1.632 -1.053 1.472
H -1.839 1.504 1.814
H -2.012 1.652 0.081
H 0.352 0.038 0.462
H 0.325 1.150 1.816
H -0.062 2.412 -0.876
H 0.630 3.050 0.618
H 2.489 1.180 0.198
H 1.975 1.374 -1.498
H 3.610 3.088 0.095
H 3.894 5.336 -0.441
H 1.783 6.265 -0.506
H 2.662 7.212 -1.753
H 1.663 5.838 -3.516
H 0.350 5.744 -2.277
H 1.793 2.711 -4.351
C 2.536 6.715 2.832
O 2.303 5.534 3.560
C 2.267 4.383 2.753
C 2.599 3.125 3.524
O 3.983 2.948 3.749
C 4.577 3.728 4.786
C 4.224 3.263 6.178
O 2.929 3.713 6.532
C 2.362 2.958 7.583
H 1.734 6.903 2.105
H 2.563 7.539 3.540
H 3.499 6.671 2.306
H 2.991 4.479 1.924
H 1.255 4.284 2.330
H 2.306 2.276 2.897
H 2.019 3.077 4.448
H 4.342 4.787 4.666
H 5.652 3.599 4.650
H 4.960 3.672 6.883
H 4.273 2.168 6.220
H 2.271 1.902 7.307
H 1.370 3.362 7.776
H 2.960 3.034 8.498
C 2.697 1.645 -7.901
O 2.059 2.498 -8.816
C 2.670 3.774 -8.893
C 2.367 4.447 -10.213
O 3.136 3.962 -11.296
C 2.764 2.710 -11.855
C 1.516 2.761 -12.706
O 0.354 2.765 -11.896
C -0.773 3.274 -12.575
H 2.646 2.058 -6.882
H 2.175 0.689 -7.920
H 3.747 1.482 -8.168
H 3.757 3.683 -8.778
H 2.283 4.406 -8.079
H 2.651 5.497 -10.113
H 1.296 4.404 -10.428
H 2.668 1.942 -11.085
H 3.596 2.437 -12.506
H 1.498 1.878 -13.360
H 1.545 3.659 -13.335
H -0.605 4.307 -12.903
H -1.610 3.256 -11.880
H -1.025 2.663 -13.449
C -0.074 -3.857 1.481
O -0.911 -4.542 2.377
C -2.123 -3.851 2.633
C -3.208 -4.797 3.089
O -3.809 -5.539 2.042
C -3.084 -6.634 1.500
C -3.012 -7.830 2.422
O -2.012 -7.619 3.400
C -2.207 -8.370 4.574
H 0.229 -2.878 1.878
H 0.817 -4.465 1.332
H -0.567 -3.706 0.513
H -2.461 -3.329 1.728
H -1.942 -3.105 3.421
H -4.016 -4.189 3.501
H -2.838 -5.447 3.886
H -2.079 -6.339 1.187
H -3.647 -6.925 0.611
H -2.769 -8.728 1.839
H -3.992 -7.975 2.895
H -3.160 -8.113 5.050
H -1.399 -8.109 5.254
H -2.180 -9.451 4.394
C -0.260 -5.432 5.832
O -1.218 -5.508 6.864
C -0.776 -6.277 7.967
C -1.526 -5.897 9.223
O -1.085 -4.687 9.817
C -1.490 -3.475 9.205
C -2.939 -3.113 9.445
O -3.793 -3.842 8.582
C -5.115 -3.913 9.065
H -0.034 -6.421 5.420
H -0.678 -4.817 5.038
H 0.673 -4.974 6.184
H 0.299 -6.128 8.129
H -0.952 -7.343 7.762
H -1.322 -6.667 9.970
H -2.602 -5.882 9.036
H -1.270 -3.473 8.134
H -0.878 -2.706 9.681
H -3.071 -2.037 9.257
H -3.191 -3.316 10.493
H -5.153 -4.404 10.044
H -5.692 -4.501 8.353
H -5.566 -2.918 9.151

## Properties
2S+1: 1
HOMO-LUMO gap in eV: 7.064
Charge: +1


6.
Formula: C24H34N4O3
Source: the OMol25 dataset
Level of theory: wB97M-V/def2-TZVPD

CARTESIAN COORDINATES (ANGSTROEM)
C -1.615 -1.330 0.469
C -2.440 -1.842 -0.712
N -3.854 -1.922 -0.411
C -4.285 -3.087 0.349
C -4.654 -4.250 -0.567
C -4.808 -1.057 -0.802
O -5.985 -1.223 -0.542
C -4.386 0.181 -1.619
N -3.480 1.049 -0.923
C -2.242 1.396 -1.323
C -1.641 2.223 -0.390
C -0.306 2.746 -0.418
O 0.131 3.584 0.362
C 0.654 2.162 -1.467
O 0.407 1.193 -2.167
N 1.800 2.855 -1.496
C 2.964 2.455 -2.245
C 4.026 1.820 -1.345
C 3.477 0.585 -0.626
N 4.537 -0.277 -0.136
C 4.046 -1.607 0.180
C 5.209 -2.537 0.508
C 5.994 -1.992 1.695
C 6.435 -0.569 1.377
C 5.226 0.286 1.011
C -2.613 2.409 0.658
C -2.613 3.118 1.854
C -3.739 3.056 2.646
C -4.853 2.302 2.273
C -4.876 1.585 1.093
C -3.745 1.649 0.292
H -1.576 -2.065 1.269
H -0.601 -1.124 0.138
H -2.039 -0.414 0.872
H -2.276 -1.199 -1.574
H -2.098 -2.846 -0.982
H -5.160 -2.795 0.933
H -3.480 -3.372 1.028
H -5.481 -3.962 -1.210
H -3.810 -4.541 -1.188
H -4.957 -5.107 0.029
H -5.317 0.716 -1.839
H -3.934 -0.130 -2.565
H -1.834 1.057 -2.255
H 1.888 3.577 -0.790
H 2.622 1.732 -2.991
H 3.378 3.330 -2.755
H 4.371 2.563 -0.623
H 4.875 1.515 -1.957
H 2.889 0.007 -1.344
H 2.795 0.895 0.187
H 3.506 -1.988 -0.690
H 3.342 -1.583 1.034
H 5.864 -2.597 -0.362
H 4.827 -3.536 0.724
H 6.860 -2.623 1.902
H 5.358 -1.989 2.584
H 7.122 -0.584 0.529
H 6.950 -0.125 2.231
H 5.562 1.293 0.756
H 4.550 0.362 1.884
H -1.750 3.700 2.136
H -3.766 3.602 3.578
H -5.716 2.278 2.922
H -5.735 0.997 0.811

## Properties
2S+1: 1
HOMO-LUMO gap in eV: 8.366
Energy relative to the best compared isomer or geometry (same formula, charge and spin) in kcal/mol: 2.4
Charge: 0
SMILES: CCN(CC)C(=O)Cn1cc(C(=O)C(=O)NCCCN2CCCCC2)c2ccccc21


7.
Formula: C3H5OP
Source: the OMol25 dataset
Level of theory: wB97M-V/def2-TZVPD

CARTESIAN COORDINATES (ANGSTROEM)
C 0.560 -1.030 -0.381
C -0.527 -0.739 0.689
C -0.376 0.082 -0.510
O 0.199 3.570 -0.067
P 1.133 2.494 0.040
H 1.496 -0.980 0.018
H 0.276 -1.948 -1.033
H -1.281 -1.386 0.823
H -0.315 -0.426 1.602
H -1.166 0.362 -1.180

## Properties
2S+1: 1
HOMO-LUMO gap (spin up / spin down) in eV: 7.160 / 6.397
Energy relative to the best compared isomer or geometry (same formula, charge and spin) in kcal/mol: 79.9
Charge: 0


8.
Formula: C10H15N4
Source: the OMol25 dataset
Level of theory: wB97M-V/def2-TZVPD

CARTESIAN COORDINATES (ANGSTROEM)
C 2.565 -1.058 1.115
C 3.846 -0.467 0.524
C 3.685 -0.068 -0.960
N 4.593 0.668 -1.602
N 2.206 1.007 -0.878
N 1.094 0.786 -0.884
N 0.064 0.288 -1.013
C -1.176 0.257 -0.516
C -1.393 0.110 0.864
C -2.683 0.014 1.341
C -3.823 0.153 0.448
C -5.222 0.238 0.937
C -3.483 0.085 -0.942
C -2.235 0.206 -1.466
H 1.959 -0.243 1.580
H 1.974 -1.630 0.372
H 2.720 -1.777 1.939
H 3.944 0.475 1.065
H 4.591 -1.247 0.637
H 3.265 -0.850 -1.572
H 5.029 1.379 -1.032
H 4.895 0.653 -2.618
H -0.443 0.009 1.349
H -2.767 -0.092 2.371
H -5.735 -0.270 0.155
H -5.315 -0.131 1.918
H -5.597 1.258 0.950
H -4.403 -0.022 -1.596
H -2.153 0.271 -2.488

## Properties
2S+1: 1
HOMO-LUMO gap in eV: 7.362
Energy relative to the best compared isomer or geometry (same formula, charge and spin) in kcal/mol: 129.8
Charge: +1
SMILES: CC[C@H](N)N=[N+]=Nc1ccc(C)cc1


> Which value of 2S+1 does entry 5 give?

1


Copy entry 4 word for word.
Formula: C18H14ClIIrN3O7
Source: the OMol25 dataset
Level of theory: wB97M-V/def2-TZVPD

CARTESIAN COORDINATES (ANGSTROEM)
Ir 0.258 0.382 -0.263
O -0.530 -0.356 -4.376
C -0.505 -0.328 -2.956
O 0.306 0.547 -2.453
C -1.933 -0.153 -2.379
C -3.066 -0.122 -3.162
C -4.293 0.033 -2.524
C -4.319 0.143 -1.151
C -3.124 0.143 -0.429
N -1.949 -0.001 -1.051
H -3.004 -0.186 -4.234
H -5.203 0.063 -3.103
H -5.252 0.246 -0.621
H -4.109 0.047 1.457
O 6.057 -0.919 0.514
C 5.667 -1.388 -0.632
O 6.406 -1.876 -1.448
C 4.193 -1.341 -0.945
C 3.619 -1.936 -2.066
Cl 4.410 -2.823 -3.254
N 2.268 -1.717 -2.009
N 1.971 -1.033 -0.890
C 3.107 -0.762 -0.261
C 3.058 0.143 0.953
O 4.022 0.195 1.700
O 1.978 0.786 1.079
C 1.282 -2.091 -2.905
C -0.164 -1.907 -2.591
C -0.899 -2.614 -3.714
C -0.874 -1.603 -4.817
C 0.149 -2.784 -4.784
C 1.444 -2.531 -4.178
H 5.352 -0.495 1.092
H -0.462 -2.103 -1.564
H -1.719 -3.288 -3.534
H -1.551 -1.598 -5.660
H 0.061 -3.478 -5.604
H 2.370 -2.695 -4.692
I -4.393 3.071 3.689
C -3.140 0.318 1.045
H -2.361 -0.276 1.515
H -2.965 1.367 1.282
O -0.389 0.490 2.087
H 0.460 0.330 2.524
H -0.612 1.406 2.288

## Properties
2S+1: 2
HOMO-LUMO gap (spin up / spin down) in eV: 4.842 / 4.868
Expectation value of S²: 0.782
Charge: +1